The following is a DFT calculation (the ωB97M-V functional and the def2-TZVPD basis) of a cluster of 2 separate species, CHClO2S in total in a non-equilibrium geometry.

Each line ends with the Löwdin charge.
Element x y z (Å)
C: 0.3835 0.9692 2.2407  -0.04
O: 0.1679 0.2907 3.1185  0.01
O: -0.0536 -0.0735 -2.3573  -0.54
S: -0.9287 0.0134 -0.9901  0.39
Cl: -0.3843 -1.5643 0.1063  0.11
H: 0.8150 0.3644 -2.1182  0.06

The calculated total energy comes out at -1047.531581 a.u. For the HOMO energy, the calculation gives -0.3355 Ha. For the HOMO-LUMO gap, the calculation gives 9.53 eV. As for the energy above the lowest of the compared OMol25 structures with the same formula, charge and spin: 4.77 kJ/mol.



The following is a DFT calculation (the ωB97M-V functional and the def2-TZVPD basis) of a cluster of 2 separate species, C10H11BrO2S in total in a non-equilibrium geometry.

Each line ends with the Löwdin charge.
Element x y z (Å)
C: -0.3360 0.3241 -0.6218  0.01
C: -0.5862 0.3473 1.8110  0.01
C: -1.6630 0.7557 -0.7441  -0.02
C: -1.9584 0.4564 1.6192  -0.01
C: 0.1969 0.1324 0.6637  -0.16
C: -2.5197 0.6524 0.3426  -0.28
C: 1.6515 -0.0823 0.8689  -0.19
C: -3.9336 0.8277 0.0716  -0.05
C: 3.3369 -0.8796 -2.2934  -0.04
C: 2.6079 -0.3493 -0.1473  -0.62
O: 2.0885 0.1191 2.1100  0.04
O: 2.2648 -0.5223 -1.4046  -0.11
S: 4.2417 -0.3999 0.4000  0.83
Br: -1.3512 -3.0115 0.0013  -0.54
H: 0.4103 0.2386 -1.3504  0.09
H: -0.2013 0.3645 2.7551  0.09
H: -2.1435 0.9907 -1.7597  0.14
H: -2.6832 0.4363 2.5343  0.16
H: -4.5687 -0.0280 0.3957  0.11
H: -4.4947 1.4531 0.6933  0.06
H: -4.2046 0.9302 -1.0579  0.13
H: 3.0150 -0.4179 -3.1383  0.07
H: 3.5729 -1.9567 -2.1854  0.13
H: 4.2027 -0.2628 -1.9311  0.04
H: 3.0551 -0.1179 2.3669  0.12

The calculated total energy comes out at -3510.183957 a.u. For the HOMO energy (alpha / beta), the calculation gives -0.2584 / -0.2585 Ha. For the HOMO-LUMO gap (alpha / beta), the calculation gives 3.68 / 3.69 eV. As for the energy above the lowest of the compared OMol25 structures with the same formula, charge and spin: 26.18 kJ/mol.



The following is a DFT calculation (the ωB97M-V functional and the def2-TZVPD basis) of a cluster of 6 separate species, C25H35BrF14NO15PS in total.

Each line ends with the Löwdin charge.
Element x y z (Å)
C: 3.5333 -2.6566 0.5632  -0.10
C: 2.9066 -2.1666 -0.7539  -0.23
C: 1.4960 -2.7214 -1.0284  -0.31
N: 0.6136 -2.7432 0.1479  -0.25
P: -1.1279 -2.5574 -0.2411  0.76
C: -0.9804 -0.7209 -0.2748  -0.28
C: -0.3055 -0.1638 0.9943  -0.11
C: -0.7851 1.2216 1.4286  -0.43
F: -1.0818 1.1951 2.7674  0.11
F: -1.9172 1.6381 0.8017  0.10
C: 0.2914 2.3559 1.3417  -0.42
F: 1.4464 1.8821 1.8220  0.13
F: -0.0901 3.3783 2.1318  0.10
S: 0.6156 3.1287 -0.3677  0.79
F: 2.0332 2.4268 -0.4891  -0.13
F: 1.3062 4.3847 0.3326  -0.14
F: -0.8059 3.8412 -0.2869  -0.13
F: -0.0481 1.8814 -1.1031  -0.13
F: 0.8465 3.8078 -1.7753  -0.11
C: -3.0102 -2.5614 -0.5291  -0.84
Br: -3.3949 -1.9034 -2.3281  0.74
C: -3.8026 -1.8917 0.6140  -0.33
C: -4.7513 -0.7447 0.2555  -0.14
H: 3.3885 -1.9077 1.3437  0.05
H: 3.0911 -3.5956 0.9054  0.06
H: 4.6109 -2.7876 0.4414  0.05
H: 2.8524 -1.0716 -0.7279  0.10
H: 3.5456 -2.4456 -1.5949  0.08
H: 1.5895 -3.7254 -1.4672  0.11
H: 1.0418 -2.1018 -1.8122  0.09
H: 0.7248 -3.6463 0.5981  0.06
H: -1.4041 -3.2225 0.9834  0.06
H: -0.9772 -3.2645 -1.4661  0.04
H: -0.3470 -0.5211 -1.1437  0.08
H: -1.9431 -0.2620 -0.4859  0.05
H: 0.7774 -0.1693 0.8619  0.11
H: -0.4861 -0.8274 1.8434  0.12
H: -3.3182 -3.6106 -0.5862  0.05
H: -3.0766 -1.4910 1.3374  0.09
H: -4.3804 -2.6682 1.1214  0.10
H: -5.1728 -0.3295 1.1770  0.08
H: -4.2370 0.0667 -0.2635  0.05
H: -5.5827 -1.0982 -0.3623  0.05
O: -6.7659 -4.5537 2.0598  0.18
C: -7.1544 -4.1641 1.0133  -0.56
O: -8.3851 -3.6496 0.7796  0.07
C: -8.4170 -3.1335 -0.5539  -0.05
C: -7.3029 -3.9117 -1.2231  -0.31
F: -6.6472 -3.1849 -2.1500  0.07
O: -6.4270 -4.1730 -0.1391  0.11
H: -8.1820 -2.0680 -0.5382  0.14
H: -9.3948 -3.2923 -0.9987  0.14
H: -7.6131 -4.8590 -1.6679  0.17
O: 4.7284 0.1871 1.8024  0.19
C: 4.8318 1.2200 2.3682  -0.54
O: 5.1540 1.3655 3.6754  0.08
C: 5.3311 2.7567 3.9494  -0.05
C: 4.5365 3.4015 2.8324  -0.32
F: 5.0801 4.5714 2.4172  0.08
O: 4.6344 2.4443 1.7991  0.12
H: 6.3876 3.0155 3.8649  0.14
H: 4.9682 2.9948 4.9449  0.14
H: 3.4823 3.5697 3.0617  0.17
O: -4.2495 -1.9371 -5.4965  0.15
C: -3.4975 -1.0686 -5.7709  -0.59
O: -3.8088 0.2505 -5.8100  0.07
C: -2.6038 0.9960 -5.9913  -0.05
C: -1.6875 -0.0339 -6.6190  -0.32
F: -0.3952 0.1266 -6.2462  0.08
O: -2.1830 -1.2453 -6.0888  0.13
H: -2.2178 1.3093 -5.0199  0.14
H: -2.7863 1.8641 -6.6179  0.14
H: -1.7315 -0.0768 -7.7089  0.17
O: -2.7423 6.5705 6.4387  0.19
C: -2.1660 6.6173 5.4085  -0.55
O: -2.3490 5.7669 4.3705  0.08
C: -1.5934 6.2418 3.2537  -0.05
C: -0.5390 7.0929 3.9275  -0.32
F: -0.1804 8.1654 3.1820  0.08
O: -1.2013 7.5320 5.0958  0.13
H: -2.2305 6.8539 2.6134  0.15
H: -1.1920 5.4094 2.6854  0.12
H: 0.3653 6.5521 4.2137  0.17
O: 5.8143 -3.4506 -2.0722  0.18
C: 6.8838 -3.1152 -1.6966  -0.54
O: 7.9944 -3.0502 -2.4710  0.07
C: 9.0441 -2.4486 -1.7109  -0.05
C: 8.5913 -2.7068 -0.2886  -0.31
F: 8.9378 -1.7060 0.5547  0.08
O: 7.1850 -2.7462 -0.4206  0.13
H: 9.0746 -1.3770 -1.9133  0.14
H: 9.9992 -2.9019 -1.9593  0.14
H: 8.9354 -3.6525 0.1338  0.17

The calculated total energy comes out at -6868.609381 a.u. For the HOMO energy, the calculation gives -0.3101 Ha. For the HOMO-LUMO gap, the calculation gives 8.56 eV. Its SMILES is CCCN[PH2](CCC(F)(F)C(F)(F)S(F)(F)(F)(F)F)[C@H](Br)CC.O=C1OC[C@@H](F)O1.O=C1OC[C@@H](F)O1.O=C1OC[C@@H](F)O1.O=C1OC[C@@H](F)O1.O=C1OC[C@@H](F)O1.



The following is a DFT calculation (the ωB97M-V functional and the def2-TZVPD basis) of a structure of composition C22H49BBrNO9PS in a non-equilibrium geometry.

Each line ends with the Löwdin charge.
Element x y z (Å)
C: 8.2308 -3.1478 -4.2451  -0.10
C: 7.1624 -2.7105 -3.1977  -0.26
C: 6.0320 -3.7393 -3.0245  -0.20
C: 4.9636 -3.2295 -1.9885  -0.20
C: 3.7800 -2.7040 -2.8268  -0.13
N: 2.8212 -1.7256 -2.1983  -0.17
C: 3.5896 -0.4159 -2.1714  -0.01
C: 2.3776 -1.9682 -0.8052  -0.89
S: 3.6368 -1.4869 0.4974  0.79
Br: 2.0441 -3.8810 -0.3572  0.86
C: 1.0568 -1.1950 -0.3829  -0.23
O: 0.6586 -0.1161 -1.1995  -0.05
C: 0.7487 -0.2838 -2.5970  -0.25
C: -0.6661 -0.2249 -3.2421  -0.08
C: -1.1798 1.2506 -3.0371  -0.13
C: -1.9616 1.4536 -1.7317  -0.22
O: -2.8549 2.5465 -1.9733  -0.20
C: -3.0654 3.3176 -0.7997  -0.11
C: 1.6184 -1.4594 -3.1123  -0.29
O: 2.0137 -1.2005 -4.4285  0.06
B: 0.6291 -2.7417 -3.3535  -0.60
O: 0.7364 -3.5191 -4.5064  0.17
O: -0.2987 -3.1432 -2.4277  0.02
C: -1.5451 -3.6107 -2.9909  -0.20
C: -2.7007 -3.3249 -2.0228  -0.05
H: 8.3093 -4.2393 -4.3218  0.07
H: 8.0290 -2.7317 -5.2407  0.07
H: 9.2011 -2.7421 -3.9260  0.07
H: 7.6873 -2.5293 -2.2482  0.11
H: 6.7752 -1.7281 -3.5270  0.10
H: 5.5757 -3.9405 -4.0087  0.12
H: 6.4698 -4.6727 -2.6495  0.12
H: 5.4771 -2.4813 -1.3765  0.08
H: 4.7110 -4.1077 -1.3852  0.08
H: 4.2480 -2.1626 -3.6602  0.14
H: 3.3194 -3.5887 -3.2849  0.15
H: 3.1372 0.3291 -1.5103  0.11
H: 4.6242 -0.5598 -1.8401  0.10
H: 3.6836 0.0377 -3.1626  0.12
H: 3.0387 -1.8793 1.6530  -0.08
H: 1.1423 -0.8064 0.6359  0.12
H: 0.2464 -1.9428 -0.3203  0.10
H: 1.2365 0.6391 -2.9796  0.15
H: -0.6313 -0.3707 -4.3304  0.14
H: -1.3857 -0.8553 -2.7126  0.10
H: -1.8979 1.4192 -3.8562  0.12
H: -0.3815 1.9906 -3.1859  0.12
H: -2.5978 0.5919 -1.4672  0.13
H: -1.2760 1.7436 -0.9201  0.12
H: -3.9981 3.8782 -0.9596  0.09
H: -2.2860 4.0785 -0.6223  0.09
H: -3.1891 2.6837 0.0914  0.08
H: 2.1227 -0.2443 -4.5593  0.13
H: 0.1195 -3.1960 -5.1806  0.13
H: -1.5289 -4.6675 -3.2830  0.14
H: -1.7482 -3.0206 -3.9022  0.12
H: -2.8570 -2.2485 -1.8635  0.07
H: -3.6102 -3.7188 -2.4969  0.09
H: -2.5466 -3.7862 -1.0398  0.09
O: -3.1909 3.9107 3.3441  -0.23
P: -3.0224 3.3952 4.7450  0.62
O: -3.9814 2.0556 4.7379  -0.21
C: -3.5487 0.9185 3.9986  -0.29
C: -2.3507 0.2420 4.6423  -0.09
O: -4.0280 4.4467 5.5033  -0.25
C: -4.4772 5.6591 4.9002  -0.28
C: -5.8447 5.4652 4.2785  -0.07
O: -2.3102 2.9857 6.1781  -0.22
C: -2.6310 3.5449 7.4587  -0.27
C: -3.8777 2.9225 8.0460  -0.07
H: -3.3203 1.2100 2.9680  0.10
H: -4.3882 0.2234 3.9668  0.12
H: -1.4690 0.8891 4.6084  0.07
H: -2.1093 -0.6883 4.1244  0.07
H: -2.5488 0.0223 5.6911  0.08
H: -3.7543 6.0371 4.1787  0.11
H: -4.5449 6.4033 5.6975  0.12
H: -5.8423 4.6479 3.5562  0.07
H: -6.1747 6.3753 3.7753  0.08
H: -6.5757 5.2054 5.0460  0.08
H: -2.6890 4.6306 7.4169  0.11
H: -1.7836 3.3144 8.1090  0.12
H: -4.7490 3.0748 7.4115  0.07
H: -4.0859 3.3532 9.0264  0.08
H: -3.7489 1.8440 8.1548  0.08

The calculated total energy comes out at -4937.741457 a.u. The total charge is +1. For the HOMO energy, the calculation gives -0.4286 Ha. For the HOMO-LUMO gap, the calculation gives 9.09 eV.



The following is a DFT calculation (the ωB97M-V functional and the def2-TZVPD basis) of a cluster of 4 separate species, C22H53N3O in total in a non-equilibrium geometry.

Each line ends with the Löwdin charge.
Element x y z (Å)
C: -8.5377 -3.3253 3.3019  -0.09
C: -7.7654 -2.0036 3.2333  -0.25
N: -7.5114 -1.5380 4.6046  -0.20
C: -7.6123 -0.0501 4.7460  -0.21
C: -8.9982 0.4886 4.2878  -0.09
C: -6.2942 -2.0951 5.2323  -0.26
C: -6.1781 -1.7711 6.6951  -0.12
H: -8.5092 -3.8590 2.3518  0.06
H: -9.6022 -3.1583 3.4659  0.07
H: -8.2100 -3.9968 4.0955  0.07
H: -6.8032 -2.1545 2.7438  0.11
H: -8.3216 -1.2024 2.7466  0.09
H: -7.3446 0.1390 5.7856  0.09
H: -6.8415 0.3666 4.0977  0.11
H: -9.2698 1.4819 4.6450  0.06
H: -9.0924 0.5391 3.2031  0.06
H: -9.8676 -0.0657 4.6414  0.07
H: -5.3669 -1.6705 4.8478  0.11
H: -6.2222 -3.1642 5.0327  0.11
H: -5.5942 -2.4776 7.2850  0.07
H: -7.0646 -1.7473 7.3288  0.08
H: -5.6722 -0.8074 6.7534  0.07
C: 5.8283 11.0408 -3.8303  -0.10
C: 5.5980 9.8309 -4.7531  -0.25
N: 4.3602 9.0530 -4.5468  -0.20
C: 4.1224 7.9799 -5.5367  -0.23
C: 4.1418 8.5746 -6.9630  -0.10
C: 4.2587 8.4644 -3.2148  -0.27
C: 2.8231 8.1060 -2.8653  -0.09
H: 6.3706 11.8290 -4.3525  0.07
H: 6.4096 10.8843 -2.9216  0.06
H: 4.8812 11.4559 -3.4856  0.07
H: 5.6648 10.2217 -5.7684  0.10
H: 6.4995 9.2297 -4.6350  0.11
H: 3.1283 7.5977 -5.3050  0.10
H: 4.9059 7.2365 -5.3894  0.11
H: 3.4541 9.4151 -7.0554  0.08
H: 3.7095 7.9361 -7.7335  0.06
H: 5.1434 8.7232 -7.3667  0.07
H: 4.8581 7.5551 -3.1693  0.10
H: 4.6522 9.1223 -2.4399  0.11
H: 2.7827 7.1110 -2.4221  0.07
H: 2.3369 8.6960 -2.0884  0.07
H: 2.1548 8.1835 -3.7229  0.06
C: 6.7533 -7.5532 0.9138  -0.09
C: 5.3232 -7.1517 0.4674  -0.25
N: 4.4195 -8.3013 0.6030  -0.19
C: 3.2100 -8.1655 -0.2946  -0.22
C: 2.0952 -7.2024 0.2129  -0.08
C: 4.0562 -8.5081 2.0071  -0.27
C: 3.2719 -9.8384 2.1794  -0.08
H: 7.3620 -8.1517 0.2360  0.07
H: 6.8541 -8.0521 1.8776  0.06
H: 7.2672 -6.5925 0.9442  0.06
H: 5.0514 -6.3294 1.1293  0.10
H: 5.2900 -6.9092 -0.5947  0.11
H: 3.5630 -7.9950 -1.3116  0.11
H: 2.8360 -9.1893 -0.2890  0.09
H: 1.2462 -7.0408 -0.4513  0.07
H: 1.7694 -7.5429 1.1957  0.06
H: 2.5749 -6.2240 0.2421  0.07
H: 3.5924 -7.6206 2.4375  0.10
H: 4.8857 -8.5797 2.7105  0.10
H: 3.4692 -10.2503 3.1690  0.07
H: 3.5721 -10.5558 1.4157  0.07
H: 2.1981 -9.7781 2.0018  0.06
C: -1.7886 1.8330 -1.9345  -0.19
C: -2.5525 0.6070 -2.3155  -0.22
C: -1.5252 -0.3869 -2.0477  -0.22
O: -0.9278 0.0488 -0.7972  -0.16
C: -1.0779 1.4709 -0.5773  -0.15
H: -2.3950 2.7348 -1.8491  0.11
H: -1.0793 1.9248 -2.7570  0.11
H: -2.8770 0.5958 -3.3561  0.12
H: -3.3775 0.5702 -1.6040  0.12
H: -0.7878 -0.2854 -2.8440  0.12
H: -1.8901 -1.4083 -1.9394  0.13
H: -0.0819 1.9122 -0.6121  0.11
H: -1.7051 1.7404 0.2725  0.11

The calculated total energy comes out at -1109.383051 a.u. For the HOMO energy, the calculation gives -0.2989 Ha. For the HOMO-LUMO gap, the calculation gives 8.98 eV. As for the energy above the lowest of the compared OMol25 structures with the same formula, charge and spin: 0.00 kJ/mol. Its SMILES is CCN(CC)CC.CCN(CC)CC.CCN(CC)CC.C1CCOC1.



The following is a DFT calculation (the ωB97M-V functional and the def2-TZVPD basis) of a structure of composition C41H39N5O5PTa in a non-equilibrium geometry.

Each line ends with the Löwdin charge.
Element x y z (Å)
Ta: -0.4753 0.1949 -0.3902  1.96
C: -0.9543 3.7274 2.4541  0.02
C: -1.7849 2.6739 1.7167  -0.50
C: -3.2703 3.0261 1.7136  0.02
O: -1.5540 1.3496 2.2167  -0.03
C: -1.2281 2.5301 0.3014  -0.57
O: -1.7507 2.8666 -0.7311  0.15
O: -0.1063 1.8624 0.2836  -0.23
H: -1.2759 3.8138 3.4914  0.10
H: -1.0965 4.6898 1.9711  0.11
H: 0.1020 3.4674 2.4256  0.08
H: -3.5496 3.5382 2.6305  0.10
H: -3.8630 2.1188 1.6307  0.08
H: -3.4890 3.6721 0.8686  0.10
H: -1.7725 1.3322 3.1576  0.13
C: 4.7909 0.6316 4.8796  -0.05
C: 3.9204 1.6148 4.4379  -0.07
C: 3.1198 1.3906 3.3299  -0.09
C: 3.1811 0.1688 2.6667  -0.37
C: 4.0643 -0.8159 3.1082  -0.10
C: 4.8617 -0.5809 4.2126  -0.05
P: 2.0358 -0.1707 1.2786  1.11
C: 3.0005 -1.4169 0.3491  -0.40
C: 4.2759 -1.0599 -0.0850  -0.10
C: 5.0264 -1.9489 -0.8318  -0.06
C: 4.5010 -3.1838 -1.1787  -0.05
C: 3.2358 -3.5408 -0.7428  -0.07
C: 2.4809 -2.6623 0.0155  -0.10
C: 0.7529 -1.2127 2.0719  -0.40
C: 0.8642 -1.8984 3.2736  -0.04
C: -0.1953 -2.6805 3.7029  -0.04
C: -1.3468 -2.7791 2.9383  -0.05
C: -1.4701 -2.0558 1.7574  -0.09
C: -0.4250 -1.2555 1.3258  -0.28
H: 5.4182 0.8109 5.7385  0.11
H: 3.8657 2.5587 4.9580  0.11
H: 2.4469 2.1602 2.9747  0.09
H: 4.1313 -1.7603 2.5887  0.11
H: 5.5373 -1.3501 4.5513  0.12
H: 4.6796 -0.0941 0.1958  0.10
H: 6.0303 -1.6900 -1.1278  0.09
H: 5.0842 -3.8648 -1.7772  0.12
H: 2.8375 -4.5141 -0.9773  0.11
H: 1.4930 -2.9454 0.3566  0.10
H: 1.7631 -1.8172 3.8654  0.11
H: -0.1233 -3.2065 4.6407  0.12
H: -2.1616 -3.4048 3.2688  0.12
H: -2.3927 -2.1184 1.1942  0.10
C: -1.6188 -3.1798 -3.0689  0.04
C: -1.8442 -2.0401 -2.1353  -0.28
O: -0.8219 -1.4817 -1.6331  -0.13
C: -3.1690 -1.6012 -1.8279  -0.08
C: -4.3064 -2.2486 -2.3651  0.02
C: -5.5744 -1.8268 -2.0565  -0.03
C: -5.7590 -0.7221 -1.2198  0.00
C: -4.6781 -0.0661 -0.6716  0.04
C: -3.3692 -0.4889 -0.9439  -0.25
O: -2.3385 0.1081 -0.3931  -0.18
H: -0.5545 -3.3670 -3.1702  0.09
H: -2.0315 -2.9515 -4.0497  0.12
H: -2.1015 -4.0838 -2.7046  0.11
H: -4.1709 -3.0906 -3.0244  0.12
H: -6.4316 -2.3428 -2.4603  0.12
H: -6.7591 -0.3834 -0.9952  0.13
H: -4.8178 0.7848 -0.0214  0.12
C: 1.9633 2.6550 -1.9020  0.03
C: 2.1480 1.2221 -2.2256  -0.31
N: 1.3143 0.2322 -1.8861  -0.03
C: 1.8188 -0.9092 -2.4680  -0.12
C: 2.9475 -0.6049 -3.1496  -0.01
N: 3.1502 0.7372 -2.9794  0.03
C: 4.3127 1.4265 -3.5207  -0.04
N: 5.5185 0.8396 -3.0423  -0.06
N: 6.1350 -0.1867 -3.6850  0.07
N: 7.2200 -0.4675 -3.1229  0.08
C: 7.4139 0.3607 -2.0529  -0.23
C: 8.4475 0.4724 -1.1251  0.01
C: 8.3026 1.4222 -0.1401  -0.06
C: 7.1666 2.2377 -0.0535  -0.06
C: 6.1391 2.1547 -0.9681  -0.03
C: 6.2887 1.2164 -1.9762  -0.18
H: 1.2959 2.7701 -1.0499  0.06
H: 1.5192 3.1766 -2.7527  0.11
H: 2.9082 3.1410 -1.6668  0.08
H: 1.3438 -1.8602 -2.3517  0.09
H: 3.6218 -1.2088 -3.7206  0.13
H: 4.2805 2.4778 -3.2226  0.14
H: 4.3008 1.3388 -4.6141  0.16
H: 9.3185 -0.1564 -1.1943  0.12
H: 9.0887 1.5466 0.5877  0.11
H: 7.1029 2.9550 0.7499  0.11
H: 5.2697 2.7914 -0.9023  0.10

The calculated total energy comes out at -2633.706002 a.u. The total charge is +2. For the HOMO energy, the calculation gives -0.4879 Ha. For the HOMO-LUMO gap, the calculation gives 6.19 eV. As for the energy above the lowest of the compared OMol25 structures with the same formula, charge and spin: 160.85 kJ/mol.